1.
This record from the Open Molecules 2025 dataset describes a molecular structure, C26H72F6NO16S2V. The level of theory is ωB97M-V with the def2-TZVPD basis set.

Frontier orbital gap (spin up / spin down) ... 0.1973 / 0.3337 hartree
Lowest unoccupied orbital energy (spin up / spin down) ... -0.09 / -0.20 eV
Spin multiplicity ... 5
HOMO level (spin up / spin down) ... -5.46 / -9.28 eV

Each line ends with the Löwdin spin population.
Geometry (Å):
V1 23.317 -9.137 15.718  3.512
C1 20.771 -6.846 18.560  0.005
F1 20.180 -5.656 18.363  0.000
F2 20.636 -7.240 19.892  0.002
F3 20.239 -7.756 17.721  0.001
S1 22.662 -6.839 18.073  0.025
O1 23.135 -5.502 18.402  0.012
O2 23.281 -7.849 18.867  0.012
N1 22.660 -7.330 16.411  0.060
S2 22.592 -5.930 15.633  0.020
O3 21.599 -5.000 16.027  0.009
O4 23.907 -5.372 15.386  0.007
C2 21.976 -6.419 13.865  0.003
F4 20.609 -6.440 13.886  0.000
F5 22.421 -5.561 12.911  0.001
F6 22.453 -7.627 13.629  0.027
C3 22.332 -8.245 10.402  0.000
C4 23.815 -8.463 10.224  0.001
O5 23.991 -9.835 9.684  0.002
H1 21.748 -8.528 9.526  0.000
H2 22.174 -7.212 10.710  0.000
H3 22.030 -8.933 11.192  0.001
H4 24.254 -8.382 11.218  0.002
H5 24.165 -7.675 9.557  0.000
H6 23.844 -10.460 10.398  0.001
C5 27.308 -8.880 17.246  0.001
C6 25.995 -8.062 17.081  0.008
O6 25.437 -8.336 15.858  0.067
H7 27.112 -9.946 17.135  0.001
H8 27.545 -8.655 18.286  0.000
H9 28.059 -8.742 16.469  0.000
H10 26.171 -6.987 17.121  0.001
H11 25.341 -8.122 17.951  0.002
H12 26.131 -8.026 15.271  0.003
C7 23.632 -9.078 22.381  0.000
C8 24.597 -8.969 23.512  0.000
O7 25.818 -9.537 22.925  0.000
H13 22.653 -8.668 22.629  0.000
H14 23.463 -10.131 22.154  0.000
H15 24.061 -8.488 21.571  0.000
H16 24.162 -9.562 24.316  0.000
H17 24.639 -7.929 23.835  0.000
H18 26.507 -9.530 23.593  0.000
C9 22.432 -5.398 22.242  0.000
C10 22.579 -3.968 22.630  0.000
O8 22.261 -3.170 21.577  0.000
H19 23.308 -5.959 22.568  0.000
H20 22.352 -5.530 21.163  0.000
H21 21.536 -5.851 22.667  0.000
H22 23.619 -3.777 22.894  0.000
H23 21.968 -3.719 23.497  0.000
H24 22.763 -3.459 20.811  0.000
C11 19.341 -9.838 13.559  0.001
C12 19.917 -9.578 14.939  0.004
O9 21.249 -10.032 15.222  0.067
H25 19.945 -9.280 12.844  0.000
H26 18.322 -9.475 13.425  0.000
H27 19.342 -10.869 13.204  0.000
H28 19.212 -10.084 15.600  0.001
H29 19.887 -8.559 15.326  0.000
H30 21.222 -10.989 15.301  0.010
C13 19.968 -10.414 20.578  0.000
C14 19.155 -11.258 19.651  0.000
O10 19.999 -12.330 19.148  0.000
H31 20.827 -10.939 20.997  0.000
H32 19.425 -9.930 21.390  0.000
H33 20.340 -9.687 19.857  0.000
H34 18.626 -10.668 18.902  0.000
H35 18.399 -11.670 20.319  0.000
H36 20.085 -12.956 19.871  0.000
C15 20.400 -3.952 10.921  0.000
C16 21.852 -3.491 11.095  0.000
O11 21.962 -2.331 10.365  0.000
H37 20.213 -4.208 9.878  0.000
H38 19.642 -3.231 11.225  0.000
H39 20.215 -4.964 11.280  0.000
H40 22.438 -4.255 10.584  0.000
H41 22.119 -3.203 12.112  0.000
H42 21.784 -1.555 10.902  0.000
C17 23.322 -12.339 19.053  0.000
C18 23.447 -10.834 18.589  0.008
O12 23.453 -10.733 17.134  0.093
H43 23.285 -12.466 20.135  0.000
H44 24.171 -12.983 18.826  0.000
H45 22.419 -12.830 18.690  0.000
H46 24.216 -10.308 19.155  0.001
H47 22.478 -10.467 18.928  0.001
H48 23.911 -11.517 16.822  0.025
C19 16.219 -5.781 19.312  0.000
C20 16.535 -6.467 18.052  0.000
O13 16.174 -5.459 17.066  0.000
H49 17.085 -5.183 19.594  0.000
H50 16.151 -6.580 20.051  0.000
H51 15.254 -5.275 19.352  0.000
H52 16.001 -7.408 17.921  0.000
H53 17.581 -6.756 17.951  0.000
H54 16.379 -5.666 16.152  0.000
C21 17.835 -6.921 23.745  0.000
C22 18.886 -7.737 22.871  0.000
O14 19.487 -8.787 23.553  0.000
H55 18.382 -6.455 24.565  0.000
H56 17.104 -7.603 24.180  0.000
H57 17.265 -6.242 23.111  0.000
H58 19.612 -6.989 22.550  0.000
H59 18.540 -8.125 21.913  0.000
H60 19.493 -8.511 24.473  0.000
C23 26.854 -5.581 11.953  0.000
C24 27.185 -5.759 13.397  0.000
O15 27.856 -7.076 13.567  0.001
H61 27.512 -6.138 11.286  0.000
H62 26.913 -4.528 11.677  0.000
H63 25.860 -5.974 11.742  0.000
H64 26.387 -5.576 14.117  0.000
H65 27.920 -5.010 13.691  0.000
H66 27.219 -7.624 13.104  0.000
C25 22.903 -0.725 19.204  0.000
C26 22.500 -2.057 18.596  0.000
O16 23.544 -2.946 18.910  0.000
H67 23.781 -0.188 18.845  0.000
H68 23.150 -0.927 20.246  0.000
H69 22.015 -0.092 19.226  0.000
H70 22.443 -1.867 17.524  0.000
H71 21.527 -2.469 18.865  0.000
H72 23.408 -3.825 18.548  0.000

Atoms 1-2, force components in eV/Å:
V 0.5 -1.5 -0.9
C 0.6 0.1 0.3



2.
This record from the Open Molecules 2025 dataset describes 2 unconnected molecules or ions with the total composition C3H6F2O4. The level of theory is ωB97M-V with the def2-TZVPD basis set.

Frontier orbital gap ... 0.4227 hartree
Lowest unoccupied orbital energy ... 0.78 eV
Energy relative to the best compared isomer or geometry (same formula, charge and spin) ... 0.00 kJ/mol
HOMO level ... -10.72 eV

Each line ends with the Löwdin charge.
Geometry (Å):
C1 -1.414 0.760 0.932  -0.165
C2 2.050 -0.165 -0.281  -0.273
C3 -1.754 -0.206 -0.218  -0.437
O1 1.381 0.448 -1.403  -0.069
O2 -1.553 -0.057 -1.380  0.170
O3 1.078 -0.517 0.596  -0.146
O4 0.386 -1.661 0.116  0.012
F1 -0.645 1.753 0.563  0.034
F2 -2.625 -1.140 0.232  0.104
H1 -0.897 0.363 1.796  0.132
H2 -2.397 1.066 1.289  0.137
H3 2.641 0.554 0.334  0.150
H4 2.517 -1.156 -0.694  0.172
H5 0.214 -1.393 -0.773  0.054
H6 1.016 1.351 -1.109  0.124

Atoms 1-2, force components in eV/Å:
C -1.2 -2.3 0.9
C -0.1 -0.3 -1.9



3.
This record from the Open Molecules 2025 dataset describes a molecular structure, C3H6NO. The level of theory is ωB97M-V with the def2-TZVPD basis set.

Frontier orbital gap ... 0.3383 hartree
Charge ... +1
Lowest unoccupied orbital energy ... -4.41 eV
Energy relative to the best compared isomer or geometry (same formula, charge and spin) ... 378.31 kJ/mol
HOMO level ... -13.62 eV

Each line ends with the Löwdin charge.
Geometry (Å):
C1 0.904 -0.841 -0.599  -0.079
C2 -0.012 -0.209 0.488  -0.285
C3 -0.491 -1.174 -1.213  0.055
N1 -0.546 1.192 0.257  0.245
O1 -1.105 -0.961 -0.060  -0.041
H1 1.837 -0.285 -1.046  0.155
H2 1.332 -1.823 -0.145  0.164
H3 0.096 -0.417 1.623  0.194
H4 0.209 1.944 0.470  0.229
H5 -1.336 1.456 0.915  0.209
H6 -0.887 1.117 -0.690  0.152

Atoms 1-2, force components in eV/Å:
C 1.6 0.4 0.7
C -0.5 -1.2 2.8



4.
This record from the Open Molecules 2025 dataset describes 7 unconnected molecules or ions with the total composition C7H21N7O14. The level of theory is ωB97M-V with the def2-TZVPD basis set.

Frontier orbital gap ... 0.3713 hartree
Lowest unoccupied orbital energy ... -0.43 eV
Energy relative to the best compared isomer or geometry (same formula, charge and spin) ... 29.91 kJ/mol
HOMO level ... -10.54 eV

Each line ends with the Löwdin charge.
Geometry (Å):
C1 2.558 -4.529 2.109  0.059
N1 1.923 -4.306 0.776  -0.428
O1 1.950 -3.165 0.338  0.023
O2 1.422 -5.254 0.222  0.095
H1 1.943 -5.267 2.615  0.101
H2 2.652 -3.578 2.621  0.074
H3 3.541 -4.964 1.938  0.106
C2 0.364 3.393 2.165  0.066
N2 0.947 2.075 1.763  -0.433
O3 1.555 2.008 0.708  0.035
O4 0.741 1.135 2.497  0.070
H4 0.334 4.017 1.279  0.097
H5 1.093 3.814 2.856  0.106
H6 -0.596 3.193 2.619  0.100
C3 3.430 -0.776 -2.118  0.041
N3 2.537 -0.607 -3.293  -0.448
O5 1.406 -1.035 -3.185  0.068
O6 2.982 -0.042 -4.262  0.082
H7 3.066 -1.598 -1.512  0.075
H8 3.447 0.169 -1.579  0.098
H9 4.430 -0.983 -2.491  0.101
C4 -4.969 1.164 1.226  0.045
N4 -5.925 2.117 0.605  -0.451
O7 -5.732 2.452 -0.544  0.062
O8 -6.855 2.486 1.295  0.064
H10 -5.281 0.161 0.937  0.107
H11 -5.008 1.277 2.301  0.095
H12 -3.996 1.319 0.768  0.068
C5 -3.311 2.289 -3.181  0.051
N5 -4.040 1.283 -4.016  -0.448
O9 -5.247 1.392 -4.106  0.060
O10 -3.373 0.443 -4.584  0.059
H13 -2.628 1.711 -2.568  0.067
H14 -4.063 2.812 -2.603  0.078
H15 -2.791 2.931 -3.885  0.100
C6 3.749 -0.529 1.334  0.031
N6 3.662 -0.392 2.816  -0.438
O11 2.944 -1.172 3.414  0.052
O12 4.291 0.511 3.332  0.071
H16 2.810 -0.148 0.946  0.060
H17 3.797 -1.591 1.104  0.077
H18 4.668 -0.031 1.053  0.102
C7 -0.066 -0.975 -0.117  0.051
N7 -1.310 -0.155 -0.368  -0.412
O13 -1.927 -0.294 -1.400  0.083
O14 -1.632 0.601 0.540  0.029
H19 -0.334 -1.628 0.701  0.105
H20 0.717 -0.230 -0.021  0.066
H21 0.123 -1.505 -1.047  0.077

Atoms 1-2, force components in eV/Å:
C 0.1 -0.3 0.0
N 0.1 0.3 0.2



5.
This record from the Open Molecules 2025 dataset describes 2 unconnected molecules or ions with the total composition C3H7NO2S. The level of theory is ωB97M-V with the def2-TZVPD basis set.

Frontier orbital gap (spin up / spin down) ... 0.2573 / 0.3156 hartree
Lowest unoccupied orbital energy (spin up / spin down) ... 0.21 / -1.65 eV
Energy relative to the best compared isomer or geometry (same formula, charge and spin) ... 560.90 kJ/mol
Spin multiplicity ... 3
HOMO level (spin up / spin down) ... -6.79 / -10.24 eV

Each line ends with the Löwdin spin population.
Geometry (Å):
C1 -1.711 0.747 -0.015  0.599
C2 1.217 -0.137 0.633  0.130
C3 0.209 -0.758 -0.182  0.740
N1 -2.614 0.907 -1.098  0.317
O1 -4.348 0.541 0.697  0.004
O2 -3.244 -1.536 -0.367  -0.010
S1 -3.218 -0.193 0.108  0.003
H1 -1.558 1.481 0.749  0.049
H2 2.118 -0.692 0.471  0.043
H3 0.924 -0.034 1.764  0.012
H4 1.553 0.855 0.211  0.010
H5 -0.502 -1.541 -0.040  0.041
H6 0.055 -0.516 -1.265  0.032
H7 -2.293 0.944 -2.138  0.030

Atoms 1-2, force components in eV/Å:
C -3.2 0.0 0.2
C 0.0 1.7 1.5



6.
This record from the Open Molecules 2025 dataset describes a molecular structure, C16H36AsBr3F6N5O5. The level of theory is ωB97M-V with the def2-TZVPD basis set.

Frontier orbital gap ... 0.3148 hartree
Charge ... -1
Lowest unoccupied orbital energy ... 1.88 eV
Energy relative to the best compared isomer or geometry (same formula, charge and spin) ... 73.43 kJ/mol
HOMO level ... -6.69 eV

Each line ends with the Löwdin charge.
Geometry (Å):
As1 0.376 -0.735 -0.667  0.803
F1 -1.333 -0.817 -0.947  -0.235
F2 0.384 -1.738 0.807  -0.290
F3 2.090 -0.494 -0.431  -0.287
F4 0.582 0.424 -1.970  -0.260
F5 0.059 0.606 0.431  -0.257
F6 0.657 -2.085 -1.719  -0.228
C1 -5.629 2.547 0.889  -0.011
C2 -4.501 1.987 1.766  -0.561
O1 -4.705 1.726 2.933  0.040
N1 -3.317 1.740 1.177  0.034
C3 -2.826 1.874 -0.156  -0.089
H1 -6.084 1.793 0.243  0.074
H2 -5.274 3.342 0.223  0.064
H3 -6.432 3.039 1.435  0.072
H4 -2.721 1.226 1.817  0.138
H5 -1.929 2.482 -0.271  0.078
H6 -3.525 2.371 -0.840  0.081
H7 -2.715 0.928 -0.681  0.051
C4 -4.081 -1.310 0.674  0.002
C5 -3.298 -1.300 1.967  -0.562
O2 -3.847 -0.959 3.009  0.033
N2 -2.036 -1.739 1.875  0.026
C6 -1.075 -1.979 2.929  -0.060
H8 -4.478 -2.289 0.413  0.084
H9 -3.412 -0.927 -0.107  0.046
H10 -4.908 -0.605 0.715  0.073
H11 -1.645 -1.892 0.959  0.086
H12 -0.526 -2.905 2.727  0.034
H13 -1.498 -1.953 3.925  0.097
H14 -0.273 -1.241 2.797  0.064
C7 1.842 -4.500 -0.420  0.008
C8 0.799 -5.309 0.355  -0.528
O3 0.410 -6.391 -0.073  0.019
N3 0.208 -4.687 1.402  0.007
C9 -0.885 -5.273 2.135  -0.087
H15 1.988 -3.548 0.103  0.035
H16 1.377 -4.211 -1.357  0.073
H17 2.781 -5.042 -0.395  0.085
H18 0.303 -3.688 1.503  0.064
H19 -1.872 -4.895 1.837  0.087
H20 -0.788 -5.028 3.194  0.079
H21 -0.974 -6.344 1.985  0.080
C10 1.575 6.927 2.388  -0.005
C11 0.971 5.566 2.043  -0.569
O4 -0.172 5.289 2.365  0.045
N4 1.821 4.683 1.493  0.002
C12 1.409 3.323 1.157  -0.066
H22 2.005 6.911 3.387  0.079
H23 0.885 7.756 2.281  0.076
H24 2.398 7.030 1.672  0.064
H25 2.598 5.058 0.980  0.119
H26 2.023 2.962 0.336  0.087
H27 0.373 3.335 0.819  0.071
H28 1.424 2.606 1.974  0.054
C13 4.421 0.408 -7.385  -0.014
C14 3.167 0.570 -6.541  -0.571
O5 2.148 0.961 -7.101  0.014
N5 3.250 0.397 -5.219  0.003
C15 2.126 0.324 -4.269  -0.048
H29 4.596 -0.579 -7.807  0.076
H30 5.299 0.725 -6.813  0.069
H31 4.333 1.089 -8.229  0.075
H32 4.193 0.310 -4.878  0.126
H33 1.228 0.381 -4.871  0.088
H34 2.326 1.093 -3.531  0.077
H35 2.136 -0.615 -3.717  0.071
C16 3.090 -1.825 2.572  -1.574
Br1 2.783 0.006 3.237  0.552
Br2 3.536 -3.004 4.050  0.543
Br3 4.586 -1.722 1.354  0.562
H36 2.200 -2.163 2.059  -0.067

Atoms 1-2, force components in eV/Å:
As 1.3 2.3 0.0
F 0.3 -0.7 0.1



Copy entry 2 word for word.
This record from the Open Molecules 2025 dataset describes 2 unconnected molecules or ions with the total composition C3H6F2O4. The level of theory is ωB97M-V with the def2-TZVPD basis set.

Frontier orbital gap ... 0.4227 hartree
Lowest unoccupied orbital energy ... 0.78 eV
Energy relative to the best compared isomer or geometry (same formula, charge and spin) ... 0.00 kJ/mol
HOMO level ... -10.72 eV

Each line ends with the Löwdin charge.
Geometry (Å):
C1 -1.414 0.760 0.932  -0.165
C2 2.050 -0.165 -0.281  -0.273
C3 -1.754 -0.206 -0.218  -0.437
O1 1.381 0.448 -1.403  -0.069
O2 -1.553 -0.057 -1.380  0.170
O3 1.078 -0.517 0.596  -0.146
O4 0.386 -1.661 0.116  0.012
F1 -0.645 1.753 0.563  0.034
F2 -2.625 -1.140 0.232  0.104
H1 -0.897 0.363 1.796  0.132
H2 -2.397 1.066 1.289  0.137
H3 2.641 0.554 0.334  0.150
H4 2.517 -1.156 -0.694  0.172
H5 0.214 -1.393 -0.773  0.054
H6 1.016 1.351 -1.109  0.124

Atoms 1-2, force components in eV/Å:
C -1.2 -2.3 0.9
C -0.1 -0.3 -1.9